Record 1
15
Properties=species:S:1:pos:R:3:forces:R:3:mulliken_charge:R:1 method="wB97M-V/def2-TZVPD" orbital_gap_ev=9.01 e_lumo_ha=0.0340 max_force_ev_per_a=0.53 de_lowest_ev=2.349
C -0.801121 0.167228 1.619130 -0.055 0.047 0.048 -1.164
C 0.456489 -1.600521 0.655121 -0.143 0.190 -0.473 -0.756
C 0.459774 -0.073001 0.749285 0.093 -0.015 0.024 0.340
C 0.276648 0.440639 -0.663228 -0.046 -0.349 -0.053 0.314
N 0.372094 1.784731 -1.020483 0.138 -0.076 -0.048 -0.515
C -0.025952 -0.615639 -1.427049 0.013 0.170 0.097 -0.820
N 0.070255 -1.781429 -0.597827 0.113 -0.191 0.209 0.086
H -1.604211 -0.474283 1.241370 0.003 0.196 0.066 0.318
H -0.596176 -0.143757 2.646864 -0.049 0.105 -0.147 0.338
H -1.147547 1.206029 1.604221 0.218 -0.125 -0.052 0.313
H 1.351187 0.333055 1.242913 -0.148 -0.112 -0.036 0.428
H 0.432031 1.908265 -2.025067 -0.097 0.065 0.155 0.255
H 1.171413 2.233282 -0.588166 -0.187 0.028 0.048 0.256
H -0.281832 -0.682184 -2.476806 0.059 -0.034 0.144 0.394
H -0.133054 -2.702415 -0.960277 0.087 0.102 0.019 0.212

---

Record 2
8
Properties=species:S:1:pos:R:3:forces:R:3:mulliken_charge:R:1 method="wB97M-V/def2-TZVPD" orbital_gap_ev="7.26 / 6.56" e_lumo_ha="-0.0692 / -0.0900" max_force_ev_per_a=2.04 de_lowest_ev=3.197
N 0.274711 -0.212535 -0.338554 -0.229 -2.022 -0.042 0.064
O -1.648593 -0.666333 0.345671 -0.806 -0.762 -0.353 -0.586
O 0.622748 -1.088601 -1.090746 0.930 -0.544 -0.499 -0.276
P -2.011355 -1.954281 -0.455285 0.707 0.566 0.689 0.557
Cl -2.628331 -3.291146 1.016719 0.022 0.091 -0.089 -0.251
Cl -3.822554 -1.579134 -1.354888 -0.166 0.133 -0.023 -0.238
H 0.461686 -0.430612 0.680355 -0.563 1.399 -0.968 0.357
H -0.397826 0.400320 -0.805518 0.105 1.139 1.286 0.374

---

Record 3
15
Properties=species:S:1:pos:R:3:forces:R:3:mulliken_charge:R:1 method="wB97M-V/def2-TZVPD" orbital_gap_ev="8.02 / 8.48" e_lumo_ha="-0.0330 / -0.0109" max_force_ev_per_a=8.44 de_lowest_ev=8.877
C 0.569039 1.121167 0.097355 -0.634 0.589 0.776 -0.387
C 1.505278 -1.086588 -0.518517 -0.418 -2.801 -2.569 -0.562
C -2.858420 0.403119 0.151131 -1.677 -0.887 -1.150 -0.593
N -0.720191 1.386395 0.456617 0.850 0.964 -0.168 -0.636
N -0.742592 -0.691298 -0.232988 -1.429 -0.120 0.532 -0.812
N 3.431931 0.207788 0.272662 7.460 3.597 1.634 -0.693
N 0.476163 -0.192607 -0.277289 -1.151 0.232 0.249 0.556
N -1.440062 0.306444 0.246493 1.851 -0.198 -1.319 0.913
H 1.518143 -1.979448 0.103390 -0.016 0.314 0.089 0.343
H 1.790452 -1.287098 -1.594741 -0.144 0.668 1.360 0.305
H 2.667639 -0.232449 -0.004271 -4.429 -1.825 -0.589 0.502
H -3.238595 0.905605 1.052934 -0.011 -0.436 -0.487 0.237
H -3.227364 -0.627501 -0.051238 0.029 0.638 0.871 0.295
H -3.193280 0.930016 -0.791893 0.785 -0.035 1.167 0.290
H 3.461864 0.836455 1.090352 -1.067 -0.701 -0.397 0.241

---

Record 4
42
Properties=species:S:1:pos:R:3:forces:R:3:mulliken_charge:R:1 method="wB97M-V/def2-TZVPD" orbital_gap_ev="2.63 / 8.94" multiplicity=2 e_lumo_ha="0.1120 / 0.1074" max_force_ev_per_a=1.94 total_charge=-1
C -0.856281 -1.827446 0.900496 -0.658 0.366 -0.189 -0.386
N 0.141893 -1.670504 1.949309 0.112 -0.807 -0.364 -0.274
C 1.187536 -2.706103 2.011230 -0.470 0.740 1.216 -0.915
C -0.836027 -0.668569 -0.079572 0.341 0.552 -1.301 -0.259
C 0.391069 -0.601042 -0.996135 1.678 -0.507 0.828 -0.138
C 0.337603 -1.032139 -2.472947 0.363 0.671 1.238 -1.041
N 1.668361 -0.815461 -3.042525 0.221 0.093 0.317 -0.362
H -1.860098 -1.886286 1.335243 -0.044 0.044 0.101 0.406
H -0.757388 -2.759133 0.334538 0.402 -0.124 0.183 0.270
H 0.538140 -0.742755 1.931792 0.084 -0.024 -0.193 0.193
H 2.147678 -2.193945 2.089949 0.224 -0.374 -0.356 0.267
H 1.133369 -3.435624 1.207800 0.195 0.211 -0.364 0.265
H 1.065390 -3.267981 2.946912 0.085 -0.121 -0.094 0.325
H -0.866370 0.289664 0.445161 -0.299 -0.033 0.248 0.456
H -1.682643 -0.669801 -0.765768 -0.349 -0.159 0.572 -0.774
H 1.194663 -1.142745 -0.468310 -0.049 -0.295 -0.319 -0.276
H 0.870298 0.385428 -1.029701 -0.586 0.341 0.020 0.104
H 0.043415 -2.074306 -2.548958 -0.565 0.069 -0.385 0.287
H -0.337196 -0.293648 -2.905387 -0.330 -0.557 -0.581 0.469
H 2.246863 -1.631486 -2.907044 0.053 -0.087 -0.240 0.328
H 1.656829 -0.545028 -4.012476 -0.035 -0.156 -0.121 0.271
H -2.880763 0.426916 -1.643699 0.026 -0.280 0.444 0.228
H -3.951355 0.348023 -2.590020 -0.421 -0.463 -0.064 0.337
O -3.534552 -0.235051 -1.936023 0.099 1.245 -0.501 -0.662
H 1.623304 1.470934 0.706594 -0.043 0.007 -0.080 0.043
H 2.576519 1.013605 1.847460 0.154 -0.068 -0.432 0.256
O 1.960599 1.709244 1.583265 -0.055 -0.086 0.755 -0.011
H -2.525906 3.657193 -0.575559 0.055 -0.081 0.062 0.349
H -1.387994 2.836888 -1.171580 -0.018 0.029 0.018 0.382
O -2.342488 3.006895 -1.265584 0.056 -0.132 -0.105 -0.804
H -3.058475 -2.201214 -2.991476 0.149 -0.322 0.113 0.334
H -2.103801 -2.147193 -1.883845 0.080 -0.205 0.112 0.268
O -2.416791 -2.776199 -2.543719 -0.296 0.205 -0.240 -0.640
H 0.734287 1.465554 3.652525 0.136 0.076 0.050 0.354
H -0.409693 1.961418 4.542041 0.052 -0.032 0.027 0.375
O 0.509688 2.141084 4.311773 -0.127 -0.313 0.055 -0.834
H 3.397834 -0.225938 -1.215708 0.313 -0.649 0.380 0.309
H 3.158802 1.061330 -0.727822 0.265 0.460 0.783 0.420
O 3.609936 0.259135 -0.396095 -0.502 0.198 -1.290 -0.849
H 0.089398 2.926670 2.521367 0.386 0.332 -0.020 0.234
H 1.011182 4.037950 1.976731 -0.054 -0.393 0.050 0.313
O 0.110325 3.696228 1.939782 -0.627 0.629 -0.333 -0.618